Record 1
Formula: C32H92F6N2O18S2
Source: the OMol25 dataset
Level of theory: the ωB97M-V functional and the def2-TZVPD basis

Structure (XYZ):
```
152
Properties=species:S:1:pos:R:3:forces:R:3:mulliken_charge:R:1
N -1.0792 -4.3075 2.6111 -0.302 -0.001 0.453 -0.416
H -0.6271 -4.4778 3.4981 0.784 -0.186 0.247 0.373
H -0.7908 -3.4170 2.2317 0.162 0.713 -0.275 0.281
H -2.0590 -4.2928 2.8555 -0.769 0.153 -0.354 0.372
H -0.8948 -5.0371 1.9374 0.179 -0.467 -0.263 0.375
C 2.5477 -0.6903 1.6762 0.823 2.900 -1.583 0.609
F 3.8514 -0.9774 1.3051 -2.251 0.193 0.752 -0.198
F 1.9606 -1.6467 2.2859 -0.422 -2.739 1.171 -0.211
F 2.5546 0.3448 2.5406 0.465 -0.176 -0.622 -0.222
S 1.5002 -0.3031 0.1170 1.406 -0.453 -1.919 0.933
O 2.0152 0.9479 -0.4637 -0.747 -2.111 1.499 -0.593
O 1.7455 -1.5293 -0.6944 -0.994 2.012 2.162 -0.594
N -0.1285 -0.1357 0.7811 3.731 -1.325 -0.244 -0.387
S -0.7824 0.6312 -0.4091 -1.743 0.851 -3.386 1.014
O -0.4759 2.0278 -0.4710 -0.691 0.401 0.536 -0.615
O -0.7094 -0.0365 -1.7210 -0.552 0.300 2.053 -0.640
C -2.5879 0.5255 0.1835 0.702 0.047 -0.642 0.560
F -3.4112 1.0905 -0.7153 0.435 -0.577 0.475 -0.204
F -2.9415 -0.7896 0.3418 -0.065 1.321 0.306 -0.225
F -2.7149 1.2289 1.3287 -0.209 -0.922 -0.249 -0.218
O 2.9474 -4.9729 -5.6482 -0.143 -0.238 -0.079 -0.641
H 3.9039 -4.9389 -5.6559 0.263 0.025 -0.029 0.319
H 2.6846 -4.2172 -5.1227 -0.107 0.226 0.128 0.322
O -0.6882 2.3393 4.2663 0.079 -0.100 0.379 -0.631
H -0.6114 1.8165 3.4682 0.100 -0.131 -0.382 0.323
H -1.4337 2.9173 4.1038 -0.146 0.171 -0.076 0.308
O -5.8754 -4.4787 3.8258 0.282 -0.088 -0.184 -0.643
H -5.6473 -3.8031 4.4644 0.059 0.270 0.212 0.332
H -6.7275 -4.8049 4.1154 -0.228 -0.129 0.010 0.311
O 1.4269 0.3564 7.8791 -0.052 -0.023 0.260 -0.632
H 1.4944 0.9147 7.1046 -0.020 0.243 -0.227 0.331
H 1.5200 -0.5345 7.5416 0.047 -0.205 -0.056 0.300
C 1.7607 9.6863 -6.0126 0.992 -0.589 0.526 -1.122
C 2.7624 9.5083 -4.8700 0.142 -0.942 0.796 0.471
C 2.7466 8.0272 -4.4083 0.008 0.344 -0.402 -1.331
O 4.0919 9.8439 -5.3163 -0.765 0.269 -0.266 -0.568
H 0.7402 9.7738 -5.6395 0.112 0.212 0.036 0.327
H 1.8350 8.7187 -6.5087 -0.226 0.376 -0.911 0.277
H 2.0696 10.5430 -6.6115 -0.289 -0.207 -0.214 0.329
H 2.4500 10.1266 -4.0284 0.275 0.327 0.126 0.236
H 1.7195 7.6764 -4.3077 -0.026 -0.020 0.178 0.331
H 3.2963 7.8077 -3.4930 -0.072 0.321 0.152 0.386
H 3.2228 7.4299 -5.1858 -0.051 -0.012 -0.166 0.353
H 4.7020 9.8123 -4.5758 -0.098 -0.082 0.145 0.310
C 0.3933 0.9557 -10.9586 0.720 0.493 0.478 -1.197
C 0.8964 0.7452 -9.4975 -0.165 0.695 0.677 0.540
C 0.5387 1.9205 -8.4671 0.575 -0.450 -1.135 -1.409
O 0.3322 -0.4275 -8.9129 -1.022 -0.022 0.017 -0.556
H 1.0732 1.5419 -11.5768 0.635 0.073 0.372 0.335
H -0.4969 1.5799 -11.0365 -0.507 -0.620 0.320 0.294
H 0.3383 0.0098 -11.4974 -0.482 -0.078 0.311 0.343
H 1.9413 0.4368 -9.4643 0.497 1.121 -0.479 0.195
H -0.5465 2.0040 -8.4073 -0.063 0.167 -0.315 0.390
H 0.9932 2.8869 -8.6850 -0.189 0.019 -0.462 0.323
H 0.8616 1.7431 -7.4413 0.292 -0.617 -0.028 0.429
H 0.1742 -0.1141 -8.0194 -0.293 -0.780 0.255 0.313
C 6.4544 5.8958 1.9545 0.041 -0.395 0.680 -1.208
C 7.9464 5.7152 1.7302 -0.170 0.432 -0.201 0.558
C 8.1941 4.3812 1.1349 -0.023 -1.475 1.226 -1.353
O 8.4049 6.6347 0.8173 0.253 2.322 -2.082 -0.542
H 6.2014 5.3377 2.8560 -0.200 0.112 0.195 0.321
H 5.9082 5.3942 1.1556 -0.018 0.315 -0.170 0.310
H 6.1042 6.9226 2.0601 0.288 -0.015 -0.002 0.338
H 8.6013 5.9225 2.5765 -0.560 -0.621 0.954 0.240
H 7.3561 4.0531 0.5199 0.283 0.003 -0.193 0.285
H 8.2624 3.7363 2.0111 0.090 -0.777 -0.314 0.293
H 9.1431 4.3517 0.5996 -0.002 -0.213 -0.015 0.471
H 9.1162 6.2194 0.3241 0.010 0.311 -0.084 0.286
C 7.4608 -0.9926 -5.5279 0.486 0.397 -0.502 -1.321
C 8.5374 -2.0819 -5.1984 -1.867 2.470 -0.486 0.509
C 9.1180 -1.7290 -3.8813 1.886 0.573 0.748 -1.243
O 7.8180 -3.2353 -5.0935 -1.212 -2.620 0.134 -0.530
H 6.5787 -1.0404 -4.8893 0.153 -0.554 0.212 0.334
H 7.0982 -1.0093 -6.5557 0.096 -0.348 -0.071 0.320
H 7.8266 0.0228 -5.3754 0.392 -0.018 -0.012 0.364
H 9.2252 -2.2437 -6.0284 0.570 0.778 0.100 0.259
H 9.8960 -2.4337 -3.5880 -0.057 -0.328 0.178 0.360
H 8.4012 -1.6337 -3.0657 -0.275 -0.227 -0.303 0.296
H 9.6532 -0.7807 -3.9309 -0.031 0.208 -0.087 0.348
H 8.4544 -3.9460 -4.9863 -0.162 -0.345 0.089 0.305
C 3.3348 -5.6168 8.4028 0.783 0.315 0.383 -1.226
C 2.4577 -6.5747 7.6285 1.185 -1.945 -0.146 0.384
C 2.1053 -7.8643 8.4420 0.655 0.555 -0.673 -1.250
O 1.3499 -5.9121 7.1660 -1.955 1.041 0.007 -0.519
H 4.2022 -6.0397 8.9096 -0.137 -0.526 -0.020 0.335
H 2.7417 -5.1460 9.1868 -0.183 0.008 0.143 0.354
H 3.7697 -4.8023 7.8235 -0.361 -0.040 -0.414 0.307
H 2.8788 -6.9185 6.6838 0.784 -0.030 0.177 0.263
H 2.9141 -8.5751 8.2721 0.252 0.049 0.472 0.357
H 1.2383 -8.3963 8.0502 -0.281 0.439 0.061 0.353
H 2.0097 -7.6254 9.5012 -0.137 -0.241 0.039 0.306
H 0.9125 -5.6341 7.9741 -0.642 0.406 -0.081 0.337
C 2.1858 -9.5168 -1.7098 1.094 -0.490 1.019 -1.268
C 2.1091 -9.0712 -0.2191 -0.282 -0.807 -1.903 0.493
C 3.0913 -8.0313 0.1965 0.390 0.192 -0.426 -1.203
O 0.8603 -8.4554 -0.0659 -1.197 0.342 0.972 -0.522
H 2.9805 -10.2623 -1.7380 0.516 0.264 -0.471 0.324
H 2.3622 -8.6919 -2.4000 -0.061 -0.105 0.015 0.308
H 1.3373 -10.1314 -2.0105 -0.456 0.395 0.121 0.417
H 2.2556 -9.9948 0.3410 -0.456 -0.062 0.588 0.205
H 2.8959 -7.6905 1.2132 -0.020 -0.042 -0.021 0.268
H 2.9103 -7.2185 -0.5068 0.434 0.348 0.197 0.310
H 4.1188 -8.3890 0.1292 0.003 0.104 -0.053 0.348
H 0.1935 -8.9578 -0.5397 -0.008 -0.073 0.000 0.321
C -4.0242 -5.5317 -3.2682 0.834 0.880 -0.364 -1.270
C -5.2342 -6.0443 -2.5830 -0.538 -0.172 0.785 0.435
C -6.6250 -5.5919 -3.1781 1.796 -1.469 0.860 -1.085
O -5.0784 -7.4531 -2.4511 -0.852 -0.505 0.096 -0.559
H -4.1521 -5.4630 -4.3485 0.148 0.206 -0.062 0.329
H -3.1614 -6.1604 -3.0481 -0.129 -0.219 -0.077 0.352
H -3.7565 -4.5774 -2.8145 -0.062 0.414 -0.591 0.337
H -5.1423 -5.7164 -1.5476 -0.386 0.118 0.135 0.206
H -6.8611 -6.3684 -3.9057 -0.126 0.407 -0.528 0.286
H -6.5066 -4.5925 -3.5967 -0.522 -0.119 0.058 0.345
H -7.3601 -5.7284 -2.3850 -0.140 0.600 -0.135 0.301
H -5.0312 -7.8299 -3.3328 -0.007 -0.127 -0.170 0.326
C -6.0409 -1.5266 7.9142 1.065 0.231 -0.141 -1.101
C -4.5396 -1.9223 8.0332 -0.126 -0.601 0.037 0.409
C -4.2891 -3.3433 8.6543 -0.149 1.804 -0.513 -1.182
O -3.9080 -1.8073 6.7700 0.095 -0.825 -1.264 -0.547
H -6.6379 -1.7057 8.8085 0.198 0.034 0.065 0.349
H -6.5204 -2.0173 7.0672 0.147 -0.244 0.026 0.241
H -6.0269 -0.4621 7.6803 -0.365 0.096 0.105 0.286
H -3.9596 -1.1959 8.6024 -0.630 -0.061 0.975 0.314
H -4.9246 -3.2931 9.5385 0.354 -0.633 0.272 0.334
H -3.2241 -3.4003 8.8793 -0.125 -0.164 0.334 0.289
H -4.5412 -4.2000 8.0293 -0.306 0.263 -0.160 0.307
H -3.5442 -0.9302 6.6284 -0.148 0.060 0.192 0.305
C -4.9726 7.0643 4.6624 -0.480 -0.472 -1.821 -1.185
C -6.0884 6.9035 5.6999 1.646 0.614 0.365 0.375
C -6.4273 5.4545 5.9114 -0.053 -1.690 0.035 -1.179
O -5.4943 7.4605 6.8774 -0.865 0.203 0.689 -0.551
H -5.3199 6.7200 3.6883 -0.002 -0.514 -0.141 0.338
H -4.0819 6.4855 4.9068 -0.133 -0.336 0.253 0.292
H -4.5805 8.0411 4.3791 -0.523 0.512 0.877 0.348
H -6.9785 7.4800 5.4479 0.127 0.171 0.118 0.265
H -6.9011 4.9845 5.0496 0.159 0.168 -0.325 0.338
H -7.0372 5.1018 6.7431 -0.550 1.173 0.281 0.353
H -5.5433 4.8632 6.1502 0.577 0.143 -0.488 0.249
H -4.6146 7.0794 6.9262 0.099 0.027 0.156 0.358
C -8.5884 6.3935 -3.9251 -1.276 0.260 0.721 -1.260
C -7.4065 6.7089 -4.7432 1.930 1.070 -0.536 0.429
C -6.1226 7.2534 -3.9754 -1.183 -1.221 -0.981 -0.965
O -7.1225 5.6038 -5.5900 0.493 -0.321 -0.475 -0.555
H -9.2911 5.9164 -4.6082 -0.239 -0.056 0.297 0.344
H -9.0478 7.2951 -3.5199 -0.081 0.191 -0.127 0.345
H -8.4388 5.7652 -3.0470 0.404 -0.321 -0.174 0.322
H -7.6371 7.4480 -5.5104 -0.468 0.316 0.296 0.175
H -6.3627 7.7479 -3.0342 0.005 -0.172 -0.035 0.316
H -5.5328 7.9180 -4.6068 -0.085 -0.071 0.016 0.290
H -5.5668 6.3257 -3.8390 0.473 0.258 0.609 0.244
H -6.5919 4.9173 -5.1793 0.031 0.067 0.391 0.314
```
Forces are in eV/Å.

As for the highest occupied orbital energy: -8.94 eV. For the calculated total energy, the calculation gives -112478.058 eV. The value obtained for the HOMO-LUMO gap is 7.0 eV. As for the spin multiplicity: 1.


Record 2
Formula: C24H29N3O2
Source: the OMol25 dataset
Level of theory: the ωB97M-V functional and the def2-TZVPD basis

Structure (XYZ):
```
58
Properties=species:S:1:pos:R:3:forces:R:3:mulliken_charge:R:1
C 3.0484 0.9160 -1.5551 3.780 -9.072 -12.872 -0.777
H 2.4433 1.2810 -2.4259 0.724 -0.132 0.722 0.267
H 2.7324 -0.3025 -1.5146 0.927 2.722 -0.366 0.180
H 4.1477 0.9380 -1.7820 -0.918 -0.042 -0.206 0.295
C 2.7275 1.4032 -0.4585 -3.023 10.972 15.245 -0.645
N 3.2861 0.9914 0.9008 0.200 0.527 -0.341 0.585
C 2.7733 -0.2089 1.1883 -3.573 -9.562 1.245 -0.329
C 2.3015 -0.6803 2.7007 1.147 6.364 1.209 -0.866
H 3.1681 -0.6183 3.4027 -0.470 -0.820 -0.687 0.262
H 1.7284 -1.5424 2.7590 -0.621 -1.858 -0.302 0.677
C 1.3026 0.5214 3.3146 6.119 1.113 -13.725 -1.421
N 0.2318 0.4811 2.3484 -4.201 2.029 -8.234 -0.140
C -0.8978 -0.2873 2.1779 9.980 0.522 13.834 -0.247
C -1.9228 -0.4198 1.4915 -1.141 1.871 -10.011 0.964
C -1.6003 0.0432 0.0488 2.858 5.767 3.006 1.008
N -2.4423 -0.0952 -0.9271 -2.561 -1.404 -3.467 0.457
C -3.5933 -1.0137 -0.9835 5.853 1.043 14.679 0.117
O -4.1779 -1.3178 -1.8462 -6.221 -2.693 -10.683 -0.320
C -3.9589 -1.6884 0.5844 14.041 11.846 -2.282 -0.269
C -5.0134 -2.2633 0.7598 -8.991 -7.498 -0.671 0.258
C -5.2889 -2.9002 1.9077 0.560 2.983 4.876 -0.757
C -4.5206 -2.3424 3.1750 -9.502 -7.688 -3.890 -0.429
C -3.4756 -1.6876 2.9983 7.201 4.951 -1.614 -1.259
C -3.0529 -1.0773 1.7165 -7.510 -7.190 -0.061 0.483
H -2.8295 -1.7193 3.8558 0.563 1.116 0.337 0.197
H -4.9371 -2.8708 4.0141 0.739 0.396 0.891 0.400
H -6.2296 -3.3938 1.8744 -0.484 -0.771 1.038 0.406
H -5.6293 -2.6812 -0.0582 0.426 0.917 -0.218 0.269
C -2.1359 0.4207 -2.2327 -1.220 -0.476 -0.387 -0.373
C -1.0363 0.0248 -2.8825 1.984 -4.197 10.585 1.061
C -0.6900 0.3823 -4.0196 -1.242 6.438 -10.062 0.648
C -1.5345 1.1940 -4.7871 -5.244 0.888 4.013 -0.789
C -2.8383 1.6175 -4.0848 6.562 1.290 -11.001 -0.939
C -3.0545 1.1417 -2.9889 -3.526 -3.352 12.488 -0.487
H -3.9873 1.3974 -2.4327 0.567 -0.120 -0.506 0.276
H -3.5768 2.2301 -4.4267 -1.442 1.713 -1.954 0.501
H -1.3549 1.5244 -5.7583 0.587 0.457 -1.324 0.490
C 0.5271 0.3525 -4.7083 2.131 -7.212 -2.976 -2.066
H 0.4159 -0.5016 -5.6186 0.242 2.738 1.586 0.286
H 1.1841 1.0918 -4.9670 0.544 2.704 -0.877 0.465
H 1.1502 -0.2839 -4.1730 1.789 -1.237 1.543 0.594
H -0.2345 -0.4609 -2.1977 -1.279 0.393 -1.275 -0.103
O -0.6466 1.0134 -0.1637 -2.609 -4.186 1.373 -0.894
H 0.2381 1.1080 1.2279 0.016 -2.040 3.391 0.417
H -0.8912 -0.8211 3.3824 -0.767 0.733 -3.254 -0.305
H 0.8210 0.3674 4.0565 -4.565 -1.454 10.721 1.037
H 1.7002 1.5576 2.9069 -0.036 -1.898 2.400 0.260
H 1.7465 -0.5758 0.4474 3.066 1.341 2.125 -0.070
H 3.4699 -1.3291 1.1111 -0.900 3.028 -0.829 0.006
C 4.7903 1.0701 1.1285 -4.336 1.279 -4.525 -0.307
C 5.2034 0.8676 2.4873 -0.063 0.631 1.324 -1.375
H 5.1376 -0.1438 2.8756 0.591 -0.163 -0.326 0.204
H 4.5041 1.4487 3.1036 0.561 0.239 0.169 0.293
H 6.1828 1.3253 2.4034 0.556 -0.354 1.339 0.460
H 5.0483 0.3320 0.3676 1.543 0.096 0.167 0.490
H 4.8475 2.1403 0.7516 1.272 -1.160 0.506 0.293
H 1.6490 1.4223 -0.2557 0.247 0.025 -0.201 0.198
H 3.0437 2.6219 -0.2202 -0.931 -2.556 -1.682 0.358
```
Forces are in eV/Å.

As for the highest occupied orbital energy: -7.13 eV. For the calculated total energy, the calculation gives -33904.707 eV. The value obtained for the HOMO-LUMO gap is 7.3 eV. As for the spin multiplicity: 1. Its energy above the lowest of the compared OMol25 structures with the same formula, charge and spin is 21.221 eV.